No. 1
C6H14N3 | wB97M-V/def2-TZVPD

Positions of all 23 atoms, in Å:
C: 1.74240 0.65579 0.51741
C: 1.29581 -0.42254 -0.42609
C: -0.63710 0.53396 0.50322
C: 1.91901 -1.70708 -0.90077
C: -1.80061 1.30170 -0.07377
C: -1.16140 -0.38011 1.61777
N: 0.48411 1.29059 1.02900
N: -0.01475 -0.22674 -0.50530
N: -0.59770 -1.10859 -1.29555
H: 2.19899 0.29204 1.40206
H: 2.44025 1.35071 0.10835
H: 1.22153 -2.60540 -0.65810
H: 2.98991 -1.81388 -0.58239
H: 1.80130 -1.45510 -1.92771
H: -1.34824 2.13508 -0.66726
H: -2.28168 1.71332 0.82853
H: -2.46457 0.58190 -0.55862
H: -0.74365 -1.41140 1.45882
H: -2.23738 -0.52779 1.41419
H: -0.91912 -0.03527 2.68221
H: 0.33007 2.24263 1.31823
H: -1.58216 -0.93535 -1.56066
H: -0.02830 -1.20857 -2.15257

Results
F_max in eV/Å: 5.182
SMILES: CC1=[N+](N)C(C)(C)NC1
Relative energy (zero: lowest compared OMol25 entry of this formula, charge and spin) in kcal per mole: 62.99
Electronic energy in a.u.: -400.949914
Total charge: +1

How positive or negative is each atom? The natural (NBO) charges in e answer that: C -0.277; C 0.397; C 0.263; C -0.676; C -0.624; C -0.640; N -0.649; N -0.102; N -0.603; H 0.239; H 0.243; H 0.287; H 0.281; H 0.234; H 0.237; H 0.247; H 0.216; H 0.218; H 0.220; H 0.268; H 0.424; H 0.410; H 0.388

***

No. 2
C6H14N3 | wB97M-V/def2-TZVPD

Positions of all 23 atoms, in Å:
C: -0.84041 -0.92592 1.03983
C: -1.36304 0.03636 -0.04165
C: 1.12366 0.05910 -0.02365
C: -2.63755 0.01162 -0.81585
C: 1.52443 -1.13415 -1.07121
C: 2.26050 1.07723 0.09461
N: 0.53660 -0.51252 1.28342
N: -0.01284 0.78282 -0.60465
N: -0.85794 1.32387 0.42099
H: -1.45567 -0.75892 1.93508
H: -0.98255 -1.94270 0.81318
H: -2.67830 -0.60295 -1.75084
H: -2.99550 1.03277 -1.13738
H: -3.24948 -0.40955 0.03411
H: 2.19909 -0.88377 -1.92132
H: 0.56988 -1.40692 -1.57471
H: 2.02865 -1.88005 -0.49705
H: 2.00384 2.04106 0.68770
H: 2.58751 1.20865 -0.95805
H: 2.98842 0.71321 0.83696
H: 1.07501 -1.36875 1.55239
H: -1.32484 2.23348 0.29455
H: -0.49949 1.30604 1.40355

Results
F_max in eV/Å: 4.002
SMILES: CC1(C)NC[C@@]2(C)[NH2+]N12
Relative energy (zero: lowest compared OMol25 entry of this formula, charge and spin) in kcal per mole: 73.18
Electronic energy in a.u.: -400.933687
Total charge: +1

How positive or negative is each atom? The natural (NBO) charges in e answer that: C -0.275; C 0.304; C 0.268; C -0.663; C -0.633; C -0.650; N -0.671; N -0.205; N -0.430; H 0.222; H 0.229; H 0.281; H 0.254; H 0.251; H 0.247; H 0.222; H 0.227; H 0.224; H 0.251; H 0.248; H 0.408; H 0.443; H 0.447

***

No. 3
C6H14N3 | wB97M-V/def2-TZVPD

Positions of all 23 atoms, in Å:
C: -2.40637 2.35426 0.03986
C: -2.10825 1.10533 -0.38817
C: 1.17808 0.55089 1.24691
C: -1.01832 0.37374 0.15125
C: -0.35413 -1.93333 -0.84744
C: -1.19129 -1.10594 0.24390
N: 0.08607 0.99172 0.60120
N: 2.87937 -0.88788 -0.58701
N: 2.39880 0.33912 -0.32958
H: -3.22888 2.81342 -0.27442
H: -1.69074 2.95605 0.69790
H: -2.82425 0.46109 -0.84047
H: 1.57392 1.22088 2.02769
H: 1.14507 -0.46373 1.68724
H: -0.70158 -1.63206 -1.91837
H: -0.48487 -3.03919 -0.65875
H: 0.74398 -1.67764 -0.84870
H: -0.99382 -1.49701 1.16142
H: -2.17735 -1.22184 0.00502
H: 0.02707 2.02131 0.35270
H: 3.85636 -0.92587 -0.28161
H: 1.71590 0.61150 -1.00314
H: 3.12963 1.05117 -0.48912

Results
F_max in eV/Å: 4.847
Relative energy (zero: lowest compared OMol25 entry of this formula, charge and spin) in kcal per mole: 131.93
Electronic energy in a.u.: -400.840060
Total charge: +1

How positive or negative is each atom? The natural (NBO) charges in e answer that: C -0.236; C -0.288; C -0.146; C 0.329; C -0.619; C -0.464; N -0.488; N -0.431; N -0.447; H 0.212; H 0.188; H 0.241; H 0.237; H 0.231; H 0.219; H 0.248; H 0.233; H 0.235; H 0.227; H 0.423; H 0.326; H 0.374; H 0.397

***

No. 4
C6H14N3P | wB97M-V/def2-TZVPD

Positions of all 24 atoms, in Å:
C: 1.24954 1.76522 -0.50940
C: -1.19250 1.77418 -0.03656
C: 1.86872 0.67860 0.28623
C: -1.65527 0.55022 0.70646
C: 1.98066 -1.85629 -0.16066
C: -2.22656 -1.75541 0.02100
N: -0.08671 1.42790 -1.00666
N: 1.25503 -0.53939 -0.05309
N: -1.38527 -0.57690 -0.18073
P: -0.07828 -0.39506 -1.17464
H: 1.33272 2.76698 0.01371
H: 1.96644 1.73432 -1.36180
H: -2.02882 2.14736 -0.83337
H: -0.86842 2.68596 0.46365
H: 2.95124 0.73331 0.20699
H: 1.72636 0.76769 1.46479
H: -1.20159 0.41862 1.69692
H: -2.74319 0.45640 0.99463
H: 1.14765 -2.42365 -0.64520
H: 2.83185 -1.73782 -0.76958
H: 2.30083 -2.28651 0.80807
H: -1.91288 -2.46762 -0.76202
H: -1.94091 -2.30489 0.96525
H: -3.29063 -1.56323 -0.13398

Results
F_max in eV/Å: 5.065
SMILES: CN1CCN2CCN(C)P12
Relative energy (zero: lowest compared OMol25 entry of this formula, charge and spin) in kcal per mole: 0.00
Electronic energy in a.u.: -742.584588

How positive or negative is each atom? The natural (NBO) charges in e answer that: C -0.244; C -0.242; C -0.222; C -0.247; C -0.394; C -0.404; N -0.692; N -0.766; N -0.784; P 1.300; H 0.209; H 0.194; H 0.196; H 0.215; H 0.184; H 0.143; H 0.184; H 0.203; H 0.199; H 0.180; H 0.194; H 0.208; H 0.189; H 0.199

***

No. 5
C6H14N4 | wB97M-V/def2-TZVPD

Positions of all 24 atoms, in Å:
C: -1.61371 0.26244 -1.72299
C: -0.40754 1.23303 -1.98312
C: 0.13804 0.80449 0.27809
C: 1.92258 -0.35699 1.18925
C: 0.68903 -0.96843 2.06024
C: -0.96874 -0.36694 0.37093
H: -2.65948 0.63468 -1.29294
H: -1.95669 -0.11509 -2.73181
H: -0.37281 2.05144 -2.81232
H: 0.55361 0.48923 -2.16924
H: 0.53572 2.59486 -0.66125
H: 0.34610 1.23316 1.32765
H: 1.26785 -0.80409 -0.59117
H: 2.20036 0.47515 1.81448
H: 2.79706 -1.06160 1.07105
H: 1.12593 -1.85111 2.53423
H: 0.37134 -0.27404 2.75213
H: -0.93698 -2.12070 1.32112
H: -1.83249 -0.01948 0.89847
H: -0.78497 -1.60481 -1.29621
N: -0.32518 1.90772 -0.55511
N: 1.49256 0.06881 -0.05837
N: -0.19930 -1.36223 1.01923
N: -1.38231 -0.84951 -0.76236

Results
F_max in eV/Å: 9.943
SMILES: C1CN[C@H]2NCCN[C@H]2N1
Relative energy (zero: lowest compared OMol25 entry of this formula, charge and spin) in kcal per mole: 87.36
Electronic energy in a.u.: -455.899746

How positive or negative is each atom? The natural (NBO) charges in e answer that: C -0.261; C -0.273; C 0.079; C -0.209; C -0.254; C 0.083; H 0.210; H 0.206; H 0.230; H 0.190; H 0.356; H 0.191; H 0.359; H 0.175; H 0.195; H 0.206; H 0.167; H 0.370; H 0.163; H 0.372; N -0.621; N -0.657; N -0.645; N -0.631

***

No. 6
C6H14N4O2 | wB97M-V/def2-TZVPD

Positions of all 26 atoms, in Å:
C: -0.09748 -1.96982 -0.13417
C: 1.36138 -2.45180 -0.41250
C: -0.08816 -0.82775 0.91874
C: 0.86345 0.39234 0.84240
C: 0.90577 1.03296 -0.54973
C: -0.93173 2.83714 -0.61265
H: -1.86724 -2.86449 0.14217
H: -0.72487 -3.03929 1.37563
H: -0.53230 -1.55471 -1.06593
H: 0.13100 -1.42221 1.77092
H: -1.21033 -0.52962 0.98570
H: 0.64712 1.03024 1.72629
H: 1.94965 0.05967 1.04991
H: 1.21534 0.32184 -1.31187
H: 1.54392 1.98408 -0.54768
H: -1.21767 0.93079 -1.19019
H: -2.32762 2.75018 -1.96343
H: 0.31130 3.22970 1.05953
H: -0.99051 4.31750 0.66678
H: 0.74089 -4.18650 -0.39379
N: -0.85017 -3.08750 0.36561
N: -0.43987 1.59474 -0.97794
N: -1.99376 3.24321 -1.15616
N: -0.31403 3.64804 0.34391
O: 2.29814 -1.68732 -0.39297
O: 1.61780 -3.75143 -0.53859

Results
F_max in eV/Å: 3.221
SMILES: [H]/N=C(/N)NCCC[C@H](N)C(=O)O
Relative energy (zero: lowest compared OMol25 entry of this formula, charge and spin) in kcal per mole: 35.13
Electronic energy in a.u.: -606.517896

How positive or negative is each atom? The natural (NBO) charges in e answer that: C -0.165; C 0.762; C -0.394; C -0.435; C -0.225; C 0.581; H 0.379; H 0.365; H 0.214; H 0.193; H 0.203; H 0.209; H 0.246; H 0.227; H 0.215; H 0.386; H 0.343; H 0.384; H 0.407; H 0.504; N -0.842; N -0.663; N -0.802; N -0.842; O -0.596; O -0.655

***

No. 7
C6H14N5 | wB97M-V/def2-TZVPD

Positions of all 25 atoms, in Å:
C: -1.92836 0.97949 0.88496
C: 1.19514 2.43464 -0.15527
C: -0.78160 1.76784 0.38296
C: -0.93193 2.73934 -0.57318
N: 0.55120 1.58342 0.59138
N: 0.32681 3.23184 -0.83729
H: 2.24433 2.67501 -0.12875
H: 0.57054 3.99002 -1.44541
H: -1.70025 3.03009 -1.27085
H: -2.46174 0.50013 0.04111
H: -2.86963 1.50052 1.09468
H: -1.62781 0.23049 1.60659
C: -0.67597 -3.22743 0.19181
C: 1.05760 -1.46158 -0.13239
N: 0.26136 -2.48330 -0.65166
N: 1.91014 -0.81163 -1.03837
N: 0.99175 -1.01395 1.17545
H: 0.62244 -3.02268 -1.41486
H: 1.69037 -0.88690 -2.01680
H: 2.29372 0.05639 -0.73750
H: 1.26665 -1.63344 1.92299
H: 0.85888 -0.01866 1.37091
H: -0.42191 -4.28230 0.24568
H: -1.63481 -3.04112 -0.30172
H: -0.80693 -2.83624 1.19553

Results
F_max in eV/Å: 2.088
Relative energy (zero: lowest compared OMol25 entry of this formula, charge and spin) in kcal per mole: 10.00
Electronic energy in a.u.: -510.698776
Multiplicity: 2

How positive or negative is each atom? The natural (NBO) charges in e answer that: C -0.663; C 0.167; C 0.109; C -0.114; N -0.491; N -0.513; H 0.197; H 0.416; H 0.212; H 0.227; H 0.231; H 0.242; C -0.413; C 0.367; N -0.653; N -0.862; N -0.920; H 0.367; H 0.361; H 0.377; H 0.355; H 0.416; H 0.184; H 0.187; H 0.213

***

No. 8
C6H14N5 | wB97M-V/def2-TZVPD

Positions of all 25 atoms, in Å:
C: 2.35221 -0.52628 0.02970
C: -0.62942 -1.75929 1.56076
C: 1.20024 -1.33547 0.52335
C: 1.07565 -2.69867 0.49088
N: 0.16080 -0.75825 1.17384
N: -0.11744 -2.93842 1.14932
H: -1.59072 -1.67958 2.03370
H: -0.62425 -3.80391 1.25339
H: 1.55788 -3.51916 -0.00138
H: 2.66044 0.15629 0.81986
H: 2.08106 -0.16288 -0.96317
H: 3.21376 -1.17590 -0.08413
C: -1.11643 2.12675 1.12813
C: -0.69886 1.32139 -1.22501
N: -0.70208 2.24961 -0.29100
N: -0.04464 1.56948 -2.36730
N: -1.49096 0.24512 -1.16423
H: -0.52111 3.21038 -0.53848
H: 0.18798 2.51101 -2.64354
H: 0.08216 0.87510 -3.08830
H: -1.85837 0.03262 -0.24354
H: -1.52202 -0.41687 -1.91313
H: -2.17512 2.37030 1.27439
H: -0.62471 2.96932 1.60489
H: -0.85604 1.13730 1.48099

Results
F_max in eV/Å: 1.643
Relative energy (zero: lowest compared OMol25 entry of this formula, charge and spin) in kcal per mole: 9.68
Electronic energy in a.u.: -510.602699
Total charge: +1

How positive or negative is each atom? The natural (NBO) charges in e answer that: C -0.644; C 0.152; C 0.103; C -0.112; N -0.530; N -0.498; H 0.204; H 0.428; H 0.234; H 0.240; H 0.209; H 0.233; C -0.444; C 0.689; N -0.557; N -0.776; N -0.749; H 0.418; H 0.421; H 0.420; H 0.431; H 0.424; H 0.207; H 0.232; H 0.264